# 1
Computed, not measured: a cluster of 2 separate species, C9H12N4 in total in a non-equilibrium geometry, with ωB97M-V with the def2-TZVPD basis set.

M = 176.2 g mol⁻¹
Energy = -569.0744 hartree
E_LUMO = 0.910 eV
SMILES = Cc1cc[nH]n1.C=Cn1cccn1

Geometry as XYZ:
```
25
Properties=species:S:1:pos:R:3:forces:R:3
N 1.234227 0.389149 -0.647661 1.39 -0.06 -0.95
N -1.659001 -1.188735 1.378341 -1.32 2.80 -0.10
N -1.423969 0.055397 1.937027 -0.97 0.00 0.35
N 0.377669 1.387002 -0.496387 -3.03 -0.95 1.18
C -0.321782 -3.073402 0.570628 -1.79 0.45 -0.37
C 2.280644 0.956590 -1.289184 -0.36 0.49 0.25
C 3.492455 0.217123 -1.749612 0.55 -1.48 2.21
C 0.781813 2.537743 -0.990041 1.03 1.30 -0.38
C 2.043861 2.346595 -1.498332 1.82 0.72 -1.17
C -2.585046 0.697380 1.860280 -0.36 -0.72 0.46
C -0.530072 -1.934083 1.260117 2.67 -2.35 0.02
C -2.922261 -1.230359 0.893697 0.20 2.13 1.50
C -3.584715 -0.075108 1.236634 0.91 -0.15 -0.32
H 3.225144 -0.596226 -2.393808 -0.49 -1.06 0.17
H -3.378202 -1.980733 0.411383 -0.87 -3.05 -1.63
H 0.261113 -1.500342 1.915775 -0.60 -0.38 -0.96
H 4.164586 -0.190093 -0.860714 -1.33 0.91 -1.95
H 2.788009 3.116275 -2.009148 -1.98 -1.85 1.30
H 0.234657 3.438283 -0.876654 -0.56 0.46 -0.02
H -4.609626 0.203700 1.029019 0.21 -0.18 0.05
H -2.843720 1.581570 2.411725 0.77 0.56 -0.09
H 4.052264 0.761229 -2.458494 0.99 1.33 -0.20
H 0.652615 -3.527352 0.521321 0.10 0.03 0.27
H -1.133643 -3.590177 -0.029308 1.04 0.87 0.75
H -0.597017 1.198571 -0.126604 2.01 0.20 -0.38
```
Positions in Å, forces in eV/Å.


# 2
Computed, not measured: a structure of composition C9H12N4O3 in a non-equilibrium geometry, with ωB97M-V with the def2-TZVPD basis set.

M = 224.2 g mol⁻¹
Energy = -794.4274 hartree
E_LUMO = -1.104 eV

Geometry as XYZ:
```
28
Properties=species:S:1:pos:R:3:forces:R:3
O 4.172296 -0.618525 -1.072903 1.48 -5.49 -3.57
O -5.925866 1.354935 0.022727 2.19 -2.08 -1.27
O -6.115182 -0.819880 -0.499387 4.21 4.35 0.30
N 0.082702 -0.093612 0.176344 -5.63 10.41 1.35
N -5.313556 0.302791 -0.282278 -9.43 -1.58 1.61
N 2.977434 0.270095 0.612217 2.50 -14.89 -6.72
N -1.995485 1.205986 0.069269 10.47 0.94 0.49
C -3.173907 1.001159 -0.029387 -3.01 17.97 3.39
C 4.565120 1.608519 -0.521357 -1.22 0.70 -7.80
C -1.351173 0.110594 0.069147 4.17 -8.82 -0.43
C -3.403040 -1.201114 -0.398551 -0.88 -0.28 2.98
C 0.935024 -1.103497 -0.020483 3.21 -3.67 0.54
C -3.982645 0.155277 -0.095296 -6.43 -14.55 -3.71
C 2.129589 -0.973292 1.056825 4.14 0.48 -10.43
C 3.969436 0.276024 -0.389537 -3.77 3.86 3.39
C -2.099191 -1.303284 -0.056176 2.50 0.17 -2.00
H -4.045157 -2.107683 -0.368095 0.37 0.92 -0.81
H 1.361480 -1.047965 -1.194305 -0.95 -1.27 3.21
H 1.826390 -0.770705 1.916038 -3.11 1.72 7.50
H 2.812172 0.967834 1.018821 -2.84 13.05 7.67
H 0.420418 0.999329 0.305334 -0.14 -3.79 -0.61
H 5.250561 1.671983 -1.462503 -0.72 -0.71 1.88
H -1.494784 -2.381071 -0.246549 -1.69 3.43 0.87
H 0.444328 -2.015656 0.530707 0.68 0.75 -2.40
H 5.066524 1.714945 0.288892 3.39 1.91 5.28
H -3.754755 2.260810 0.342201 0.85 -3.56 -1.60
H 2.770137 -1.869184 1.081863 -0.25 0.43 -0.31
H 3.871137 2.405188 -0.853575 -0.10 -0.38 1.20
```
Positions in Å, forces in eV/Å.


# 3
Computed, not measured: a structure of composition C9H12NO2S in a non-equilibrium geometry, with ωB97M-V with the def2-TZVPD basis set.

Charge = -1
M = 198.3 g mol⁻¹
Energy = -953.5050 hartree
E_LUMO = 3.239 eV

Geometry as XYZ:
```
25
Properties=species:S:1:pos:R:3:forces:R:3
S 3.263832 0.153823 -0.284319 0.65 1.17 -0.82
O 4.106966 0.131480 0.910388 -0.61 -0.23 0.26
O 2.232858 1.228265 -0.315364 1.35 -1.50 -0.28
N 2.685375 -1.210780 -0.788010 -1.22 1.58 0.56
C -1.157027 1.654075 -0.022558 0.05 -0.66 1.50
C -2.916972 0.163600 0.579371 0.45 -0.28 -1.53
C -0.855366 -2.034438 0.363323 -2.14 0.09 0.83
C 3.677837 -2.188687 -0.748202 2.48 -1.79 0.94
C -3.433064 2.436572 0.470741 1.62 -1.34 -1.41
C -3.884705 1.100719 0.414516 -1.11 2.39 1.74
C -1.569899 0.327393 0.246779 -1.64 2.11 -0.66
C -0.708683 -0.785166 -0.056635 1.09 -0.31 1.51
C -2.065767 2.697554 0.235463 -0.97 0.48 -0.04
H -1.920965 3.798792 0.195780 0.95 -1.02 -0.09
H -3.248386 -0.800021 0.675482 -0.75 -2.50 0.33
H 3.536638 -3.146473 -1.256997 -1.38 -0.10 0.15
H 0.261659 -0.469909 -0.354323 0.83 -0.05 -0.89
H 4.503766 -1.882669 -1.400559 1.01 0.40 0.38
H 4.082107 -2.481138 0.312149 -0.48 0.66 -1.68
H 4.416343 0.477813 -1.196358 -1.91 -0.18 0.50
H -0.089515 -2.770423 0.265761 0.33 -0.32 -0.16
H -1.813399 -2.294773 0.918157 1.33 -0.04 -0.79
H -0.079140 1.702885 -0.154829 -0.07 0.83 -0.51
H -4.038698 3.294532 0.519246 -1.10 0.69 0.11
H -4.985792 0.896985 0.470997 1.24 -0.08 0.05
```
Positions in Å, forces in eV/Å.


# 4
Computed, not measured: a cluster of 2 separate species, C9H12O in total in a non-equilibrium geometry, with ωB97M-V with the def2-TZVPD basis set.

M = 136.2 g mol⁻¹
Energy = -425.1663 hartree
E_LUMO = 0.374 eV
SMILES = C#CC(=C)C=C.C/C=C\O

Geometry as XYZ:
```
22
Properties=species:S:1:pos:R:3:forces:R:3
O -2.078802 0.922947 -0.195946 1.14 -0.50 -2.04
C -0.216160 1.852759 1.683240 -0.19 -2.52 0.48
C -0.774019 -1.214993 -2.243013 -0.94 1.07 -1.22
C 0.795642 1.033166 1.210987 -2.77 2.95 1.35
C 1.061633 -0.211652 1.869200 1.00 -0.87 -1.01
C 1.856932 1.520046 -1.126806 -0.41 0.77 0.79
C 1.403720 1.347480 -0.003158 1.54 0.39 -3.37
C 1.748133 -1.161773 1.254894 0.57 0.18 0.15
C -1.381012 -0.298837 -0.005214 -1.96 1.16 -0.14
C -0.988128 -1.291900 -0.782154 0.03 0.41 -0.16
H 0.632451 -0.452902 2.794671 -0.59 0.24 1.33
H -0.997397 -2.270170 -0.332989 0.91 -0.03 0.52
H -1.339738 -0.369769 1.034632 -0.28 -0.77 1.40
H -0.781792 1.298454 2.473865 0.51 1.04 -0.16
H -0.712204 -2.286507 -2.617499 -0.03 1.69 -0.15
H 2.148229 -0.954733 0.263409 0.09 -0.42 0.23
H 2.200992 1.936434 -2.089461 -0.32 -0.78 1.17
H -0.819928 2.669266 1.257855 1.26 -0.26 -0.12
H -1.772204 -0.668106 -2.582938 2.18 -1.16 -0.39
H 1.977116 -2.059586 1.805797 -0.01 -0.36 -0.36
H -2.135819 1.217211 -1.144482 0.26 -0.70 1.23
H 0.172357 -0.556835 -2.524887 -2.00 -1.52 0.44
```
Positions in Å, forces in eV/Å.


Record order is preserved below.
ΔE to the lowest compared entry with this formula, charge and spin: 249.60 1036.25 92.57 536.73 kJ/mol